(1)
A cluster of 3 separate species, CH8N2O3 in total, computed with ωB97M-V/def2-TZVPD.

Structure (ORCA input):
```
! wB97M-V def2-TZVPD RIJCOSX def2/J DEFGRID3
* xyz 0 1
O -0.720 2.586 -0.242
O 0.888 -0.940 0.223
H 0.207 2.383 -0.024
H -0.780 3.542 -0.188
H -2.122 -0.750 -0.623
N -0.742 -2.483 0.442
H 2.801 1.569 0.455
H 1.556 0.651 0.433
H -1.451 -3.012 -0.030
C -0.266 -1.275 -0.016
N -1.150 -0.522 -0.721
O 1.838 1.585 0.440
H -0.028 -3.014 0.907
H -0.875 0.429 -0.922
*
```

Values from the calculation:
**M**: 96.09 g/mol
**HOMO energy**: -0.3827 Eh
**Lowest unoccupied orbital energy**: 0.795 eV
**Relative energy (zero: lowest compared OMol25 entry of this formula, charge and spin)**: 0.0 kcal/mol
**Kohn-Sham gap**: 11.2 eV
**SMILES**: NC(N)=O.O.O
**Total energy**: -10291.0071 eV

(2)
A structure of composition C25H37Cl2N6O8RbS, computed with ωB97M-V/def2-TZVPD.

Structure (ORCA input):
```
! wB97M-V def2-TZVPD RIJCOSX def2/J DEFGRID3
* xyz 0 1
Rb -0.812 -0.152 0.007
H 2.237 -2.141 2.349
H 2.152 -0.967 -6.009
H 1.542 3.046 4.425
H -0.284 4.732 1.501
C -0.863 2.499 -2.521
N 0.117 -3.141 -4.438
N -1.241 -3.433 3.463
C 1.409 -5.048 0.849
C -1.722 -4.632 2.798
H -1.021 -0.373 -3.318
C 1.361 -3.160 -0.602
C 1.368 3.549 3.473
C 0.984 -2.712 -5.523
C -1.259 -2.259 2.791
H 0.832 -5.139 -1.226
H 1.282 -6.107 1.037
Cl -4.479 -1.650 -0.377
H 2.260 6.160 -0.222
H -5.971 0.125 0.001
H 2.190 -1.419 -4.299
C -0.747 4.290 2.385
C 1.554 -1.348 -5.180
C -5.015 0.026 -0.497
H -0.819 5.046 -2.949
H 1.777 -3.451 -5.640
O 1.081 1.842 -0.363
H 0.213 -3.060 4.951
O -0.314 7.377 -2.852
C -0.867 -0.980 3.529
H -2.085 -4.364 1.811
C 1.949 -2.844 1.577
H -1.453 2.988 -3.322
H -5.081 0.292 -1.545
H -2.528 -5.085 3.378
H 1.686 0.548 -1.492
H 1.639 0.997 2.830
H -0.866 5.059 3.150
O 1.207 7.945 -1.439
O 0.251 -0.447 2.838
N 0.072 3.207 2.912
C -0.623 -2.299 -3.685
C 1.173 -4.522 -0.407
H -1.720 3.893 2.115
C 0.416 -0.390 -4.882
H 0.800 0.522 -4.428
Cl -3.875 1.138 0.285
H -1.439 -3.271 5.575
H 2.485 -0.706 -1.195
O -1.324 1.623 2.093
C 0.005 3.417 -1.810
H -0.524 -4.652 4.972
O -1.004 1.299 -2.340
H -0.618 -1.130 4.583
H -0.911 -5.356 2.693
H 2.185 3.309 2.788
N -0.520 -0.993 -3.940
S -1.656 -2.895 -2.488
C 1.809 -4.191 1.866
C 1.637 5.380 -0.638
N 0.522 7.108 -2.006
C -0.725 -3.595 4.813
C 1.770 4.082 -0.253
H 0.687 0.932 4.324
H 2.519 3.793 0.474
N 1.736 -2.327 0.366
C 0.676 5.725 -1.606
C 0.950 3.022 -0.785
H 1.389 4.621 3.657
O -1.603 -2.174 1.621
H -0.056 -4.116 -4.272
C -0.296 1.931 2.683
H -1.725 -0.306 3.456
H -0.110 -0.123 -5.805
H 2.008 -4.556 2.865
C 0.636 0.844 3.230
O 2.078 -0.231 -1.931
C -0.105 4.757 -2.188
H 1.186 -2.712 -1.572
H 0.429 -2.667 -6.467
*
```

Values from the calculation:
**M**: 738.05 g/mol
**HOMO energy**: -0.2829 Eh
**Lowest unoccupied orbital energy**: -0.015 eV
**Relative energy (zero: lowest compared OMol25 entry of this formula, charge and spin)**: 11.7 kcal/mol
**Kohn-Sham gap**: 7.7 eV
**Total energy**: -88381.8334 eV

(3)
A cluster of 2 separate species, CHBrNO2 in total in a non-equilibrium geometry, computed with ωB97M-V/def2-TZVPD.

Structure (ORCA input):
```
! wB97M-V def2-TZVPD RIJCOSX def2/J DEFGRID3
* xyz -1 1
Br 1.290 -0.631 1.903
O 0.857 -0.627 -1.502
O -1.490 0.889 -1.139
C 0.013 -0.061 0.599
H -0.766 0.615 0.801
N 0.097 -0.185 -0.662
*
```

Values from the calculation:
**M**: 138.93 g/mol
**HOMO energy (alpha / beta)**: -0.1462 / -0.1461 Eh
**Lowest unoccupied orbital energy (alpha / beta)**: 3.281 / 3.283 eV
**Relative energy (zero: lowest compared OMol25 entry of this formula, charge and spin)**: 140.2 kcal/mol
**Kohn-Sham gap (alpha / beta)**: 7.3 / 7.3 eV
**Total energy**: -76675.8966 eV

(4)
A structure of composition C9H10F3NO3STc in a non-equilibrium geometry, computed with ωB97M-V/def2-TZVPD.

Structure (ORCA input):
```
! wB97M-V def2-TZVPD RIJCOSX def2/J DEFGRID3
* xyz 0 4
H 1.265 -2.636 1.509
F 1.975 3.179 2.992
N 0.749 -1.886 1.025
C 1.516 -1.649 -1.466
C -1.767 0.387 -1.034
C 1.076 3.595 2.033
H -2.411 -1.645 1.573
Tc 0.056 -0.676 0.016
H -1.730 1.330 -1.555
H -1.697 -2.956 -0.701
O -0.653 2.777 0.200
C -2.096 0.220 0.363
C -1.687 -1.888 -0.554
F 1.820 4.234 1.066
C -1.481 -0.906 -1.588
H 0.974 0.204 -2.398
H 1.311 -3.668 -1.016
H -1.255 -1.112 -2.624
C 1.771 -2.935 -1.696
O 0.955 1.064 0.939
F 0.306 4.568 2.626
H 2.400 0.320 -1.200
C 1.559 -0.280 -1.596
H 2.361 -3.370 -2.521
O -0.752 1.748 2.555
S 0.000 2.197 1.381
H -2.465 0.979 1.029
C -2.099 -1.195 0.644
*
```

Values from the calculation:
**M**: 367.24 g/mol
**HOMO energy (alpha / beta)**: -0.2776 / -0.3463 Eh
**Lowest unoccupied orbital energy (alpha / beta)**: 0.195 / -1.844 eV
**Kohn-Sham gap (alpha / beta)**: 7.8 / 7.6 eV
**Total energy**: -38308.7324 eV

(5)
An isolated molecule of C5H8O in a non-equilibrium geometry, computed with ωB97M-V/def2-TZVPD.

Structure (ORCA input):
```
! wB97M-V def2-TZVPD RIJCOSX def2/J DEFGRID3
* xyz 0 1
C 1.212 1.196 -0.371
C -0.001 0.519 0.222
H 1.105 2.249 -0.614
C -1.647 -1.388 -0.187
H 1.795 0.615 -1.081
H 1.848 -0.068 1.336
H -0.008 -1.453 -1.169
O -1.280 -1.169 -1.529
H -2.437 -0.693 0.106
H -1.863 -2.418 0.090
H -0.861 1.164 0.432
C 1.245 0.793 1.059
C -0.258 -0.901 -0.121
H 1.150 1.556 1.827
*
```

Values from the calculation:
**M**: 84.12 g/mol
**HOMO energy**: -0.3480 Eh
**Lowest unoccupied orbital energy**: 0.919 eV
**Relative energy (zero: lowest compared OMol25 entry of this formula, charge and spin)**: 112.2 kcal/mol
**Kohn-Sham gap**: 10.4 eV
**SMILES**: C1CC1[C@H]1CO1
**Total energy**: -7357.3896 eV

(6)
A cluster of 8 separate species, C23H47F6N5O11P in total in a non-equilibrium geometry, computed with ωB97M-V/def2-TZVPD.

Structure (ORCA input):
```
! wB97M-V def2-TZVPD RIJCOSX def2/J DEFGRID3
* xyz -1 1
H -13.570 -27.192 -27.665
N -13.096 -35.936 -25.819
F -13.794 -31.238 -23.393
H -15.068 -29.213 -22.300
H -11.503 -29.872 -25.322
H -14.970 -35.518 -16.995
C -13.247 -36.383 -27.070
C -11.788 -29.597 -26.344
H -14.095 -28.794 -28.067
C -15.810 -28.776 -21.628
N -12.731 -28.634 -26.469
O -13.421 -35.703 -28.062
H -10.691 -30.919 -18.424
O -13.293 -28.580 -18.133
O -19.257 -29.361 -18.761
C -13.163 -36.779 -24.662
H -12.134 -34.123 -25.562
C -16.239 -30.600 -19.836
O -9.624 -35.484 -24.141
H -13.848 -33.951 -20.159
H -15.270 -28.266 -20.825
C -11.017 -28.798 -18.696
H -8.034 -33.396 -20.944
O -11.278 -30.115 -27.321
H -16.457 -32.205 -23.192
H -12.671 -37.727 -24.891
C -9.520 -34.834 -23.121
H -13.280 -35.614 -16.419
H -12.446 -28.279 -28.538
C -18.237 -29.618 -19.328
H -7.820 -36.825 -21.409
H -12.785 -28.605 -20.152
H -13.699 -34.031 -26.343
H -12.940 -26.900 -25.286
C -16.386 -32.772 -24.127
H -16.306 -27.984 -22.190
H -16.327 -34.589 -21.985
H -17.149 -30.458 -21.800
H -9.230 -29.966 -18.290
O -17.323 -30.496 -18.912
H -13.192 -37.491 -27.031
H -11.458 -35.124 -18.163
N -13.488 -34.543 -18.211
H -14.178 -37.023 -24.309
N -8.618 -35.044 -22.142
C -16.763 -29.782 -21.032
H -14.378 -27.927 -25.347
O -17.812 -28.991 -20.436
F -12.482 -29.739 -22.342
C -17.755 -34.663 -24.720
C -7.620 -36.097 -22.198
H -8.289 -34.926 -20.071
F -11.300 -31.502 -21.300
O -13.009 -28.003 -16.002
C -13.213 -28.218 -27.773
H -7.675 -36.576 -23.174
H -14.957 -34.819 -23.044
F -13.613 -31.304 -21.130
C -12.078 -34.227 -18.269
H -11.824 -33.780 -19.228
H -9.668 -34.037 -20.626
H -12.980 -28.514 -24.449
H -16.978 -32.237 -24.865
O -11.267 -28.662 -17.292
H -10.482 -27.953 -19.122
C -16.037 -34.929 -22.986
P -12.545 -31.361 -22.337
H -6.645 -35.620 -22.066
F -11.456 -31.425 -23.538
F -12.579 -32.976 -22.465
H -10.136 -33.938 -22.945
H -16.034 -31.618 -20.160
H -15.301 -30.170 -19.483
O -18.254 -34.138 -25.694
C -8.642 -34.299 -20.889
H -11.854 -33.577 -17.420
C -14.018 -35.006 -16.949
H -16.400 -35.955 -23.056
H -13.587 -34.288 -24.551
C -12.477 -29.022 -19.194
O -15.550 -34.364 -19.183
C -13.158 -34.502 -25.522
C -10.172 -30.059 -18.846
H -12.641 -30.091 -19.347
H -15.375 -32.475 -24.420
H -18.203 -35.549 -24.240
H -9.779 -30.305 -19.830
C -13.285 -27.936 -25.322
C -14.331 -34.305 -19.230
N -16.704 -34.180 -24.031
H -14.128 -34.125 -16.298
C -12.546 -28.357 -17.031
H -12.758 -36.293 -23.776
*
```

Values from the calculation:
**M**: 714.62 g/mol
**HOMO energy**: -0.2543 Eh
**Lowest unoccupied orbital energy**: 1.976 eV
**Kohn-Sham gap**: 8.9 eV
**Total energy**: -80189.8653 eV